Entry 1:
{
  "formula": "C26H74N6O8",
  "method": "ωB97M-V with the def2-TZVPD basis set",
  "species": ["C", "O", "C", "C", "C", "N", "H", "H", "H", "H", "H", "H", "H", "H", "H", "H", "H", "C", "O", "C", "C", "C", "N", "H", "H", "H", "H", "H", "H", "H", "H", "H", "H", "H", "C", "O", "C", "C", "C", "N", "H", "H", "H", "H", "H", "H", "H", "H", "H", "H", "H", "C", "O", "C", "C", "C", "N", "H", "H", "H", "H", "H", "H", "H", "H", "H", "H", "H", "C", "O", "C", "C", "C", "N", "H", "H", "H", "H", "H", "H", "H", "H", "H", "H", "H", "C", "O", "C", "C", "C", "N", "H", "H", "H", "H", "H", "H", "H", "H", "H", "H", "H", "C", "O", "H", "H", "H", "H", "C", "O", "H", "H", "H", "H"],
  "positions_angstrom": [[-1.11262, 3.06615, 2.12935], [-1.05747, 1.66535, 1.98490], [0.12008, 1.14381, 1.36982], [0.04524, -0.24664, 0.70779], [1.46890, -0.78281, 0.51728], [-0.71095, -0.13392, -0.52604], [-2.17264, 3.31778, 2.16304], [-0.72735, 3.56362, 1.23931], [-0.58585, 3.37989, 3.03056], [0.76539, 1.82151, 0.81091], [0.75679, 1.03946, 2.24834], [-0.50619, -0.86171, 1.41894], [2.17517, -0.32215, 1.20798], [1.79315, -0.51644, -0.48870], [1.47797, -1.86871, 0.61130], [-1.53862, 0.41031, -0.32885], [-0.20701, 0.30685, -1.28225], [1.38300, -4.93879, -3.20838], [2.33243, -4.16726, -2.52903], [2.42976, -4.45615, -1.11304], [2.88080, -5.92099, -0.72475], [2.94009, -6.01555, 0.86071], [4.23948, -6.08513, -1.25343], [1.41590, -4.67682, -4.26592], [0.36471, -4.75324, -2.86669], [1.58291, -6.00417, -3.09403], [3.20027, -3.76016, -0.78136], [1.56656, -4.16098, -0.51652], [2.24643, -6.63048, -1.25607], [1.95223, -5.92037, 1.31144], [3.45444, -5.15780, 1.29410], [3.45307, -6.95498, 1.06665], [4.22398, -6.29672, -2.24089], [4.71968, -6.89867, -0.89615], [-2.11501, 1.69978, 5.97532], [-2.00487, 0.25813, 5.79916], [-2.07141, -0.19264, 4.46829], [-2.43813, -1.64181, 4.38578], [-3.95908, -1.91571, 4.63001], [-1.59304, -2.34712, 5.32208], [-2.18580, 1.77453, 7.06044], [-2.99885, 2.15250, 5.52591], [-1.19722, 2.28136, 5.88856], [-2.76438, 0.46925, 3.94886], [-1.13286, -0.14126, 3.91639], [-2.21210, -2.09071, 3.41857], [-4.53846, -1.34619, 3.90332], [-4.34300, -1.70677, 5.62854], [-4.26189, -2.91391, 4.31380], [-1.74232, -1.97093, 6.24744], [-0.61058, -2.20006, 5.13969], [3.17168, -0.99746, -7.83215], [2.75799, -0.44715, -6.63922], [3.46278, -1.05316, -5.51506], [3.30901, -0.05727, -4.27092], [3.74264, -0.55172, -2.97589], [1.98133, 0.49302, -4.17215], [4.17193, -0.63804, -8.07386], [2.56662, -0.60768, -8.65072], [3.33801, -2.07408, -7.86848], [3.10368, -2.02495, -5.17626], [4.55069, -1.02093, -5.57427], [3.91816, 0.82175, -4.48154], [3.80668, 0.33946, -2.35156], [4.79308, -0.84258, -2.98356], [3.11588, -1.27385, -2.45264], [1.25085, -0.16880, -3.95195], [1.67179, 0.76648, -5.09384], [-2.21630, 0.78013, -3.28551], [-2.43622, 0.01869, -4.42617], [-2.28045, -1.35681, -4.27611], [-2.96613, -2.26760, -5.39084], [-4.56107, -2.20106, -5.62377], [-2.56063, -3.68765, -5.29540], [-2.66826, 1.75832, -3.44978], [-1.13629, 0.81359, -3.14216], [-2.66060, 0.27667, -2.42690], [-1.20807, -1.48840, -4.42035], [-2.37299, -1.74629, -3.26228], [-2.60331, -1.98902, -6.38022], [-5.07870, -2.44853, -4.69700], [-4.80504, -3.07013, -6.23476], [-5.01903, -1.40120, -6.20566], [-3.06619, -4.17662, -6.02026], [-1.59585, -3.71613, -5.59288], [1.12001, 6.04328, 4.51121], [-0.23100, 6.32128, 4.96452], [-1.14091, 6.82519, 3.93296], [-2.48777, 6.84386, 4.50637], [-3.60192, 7.22066, 3.49337], [-2.69392, 7.69620, 5.65436], [1.69793, 6.05137, 5.43536], [1.37892, 6.83776, 3.81131], [1.08695, 5.02914, 4.11308], [-0.85244, 7.75823, 3.44890], [-1.12592, 6.10529, 3.11465], [-2.72521, 5.85677, 4.90307], [-3.65444, 6.41405, 2.76211], [-3.38300, 8.19219, 3.05033], [-4.58743, 7.16459, 3.95569], [-2.82399, 8.65992, 5.38153], [-1.78652, 7.57182, 6.08012], [0.87624, 3.27452, -2.49416], [2.31363, 2.96412, -2.39733], [0.41469, 4.10302, -1.95689], [0.70052, 3.34629, -3.56751], [0.37442, 2.33972, -2.24431], [2.61818, 2.41930, -3.12672], [1.75892, -1.94034, 4.42891], [1.59465, -1.73212, 5.79290], [2.10186, -2.96486, 4.28447], [0.88780, -1.71996, 3.81193], [2.56916, -1.26096, 4.16428], [1.92221, -2.53383, 6.20710]],
  "forces_ev_per_a": [[-0.3, -0.4, -0.5], [-0.5, -0.5, -1.7], [1.7, -0.3, 2.5], [-0.3, 1.8, 0.5], [-0.6, 0.2, -0.5], [-0.4, -1.0, -0.2], [0.0, 0.1, 0.4], [0.3, 0.1, 0.0], [0.0, 0.2, 0.1], [-0.8, 0.6, -0.9], [0.6, -0.5, 0.3], [-0.1, -0.3, -0.1], [-0.1, -0.2, 0.1], [0.2, -0.1, -0.1], [0.2, 0.1, 0.0], [-0.2, 0.1, -0.2], [0.3, 0.1, 0.2], [-0.3, -0.1, -0.1], [0.1, -0.2, 1.2], [0.9, -0.4, -0.1], [0.5, 1.9, 0.3], [-0.5, 0.2, -1.8], [0.5, -0.1, -0.1], [0.2, 0.0, 0.0], [-0.2, 0.1, 0.2], [0.0, -0.2, -0.2], [0.3, -0.2, 0.0], [-0.8, -0.2, -0.5], [-0.6, -0.2, 0.8], [-0.2, -0.7, -0.1], [0.6, -0.1, -0.4], [-0.2, 0.1, 0.6], [-0.2, 0.5, -0.3], [-0.1, -0.1, 0.6], [0.3, -1.4, 1.7], [0.1, 1.2, 0.0], [-0.3, 1.0, -1.2], [-1.3, -0.8, 0.9], [0.3, 0.0, -0.9], [-0.1, -1.1, 0.7], [-0.7, 0.0, 0.2], [0.2, -0.1, -0.3], [0.2, -0.2, -1.3], [-0.2, -0.1, -0.4], [0.5, 0.6, 0.3], [0.0, 0.5, -0.4], [0.1, 0.6, 0.1], [0.3, 0.0, 0.0], [0.5, -0.4, 0.5], [0.0, 0.0, 0.2], [0.0, 0.1, -0.1], [1.4, 0.4, -1.5], [0.5, -1.2, 2.2], [-0.3, 2.4, 1.9], [-1.1, -0.1, -2.7], [1.4, 0.1, 1.9], [-1.3, 0.6, -0.3], [0.4, 0.3, 0.0], [-0.4, -0.4, 0.2], [-0.9, -0.3, 0.2], [-0.2, -0.2, -0.6], [0.1, -0.6, -1.0], [0.3, -0.1, -0.4], [-0.4, 0.0, 0.4], [0.0, -0.7, -0.2], [0.0, -0.2, -0.4], [0.2, -0.6, 0.6], [0.2, 0.4, -0.4], [0.1, -0.5, 0.1], [-1.9, -0.1, -1.2], [1.1, -1.5, -1.1], [-1.5, 1.1, -1.1], [1.2, -1.3, 0.8], [-0.1, 0.5, 0.9], [0.3, 0.0, 0.1], [0.2, 0.5, 0.4], [-0.1, 0.2, 0.3], [0.5, -0.7, -0.3], [-1.0, 0.1, 0.2], [0.3, 1.0, 0.1], [-0.2, 0.6, 0.1], [0.2, -0.2, -0.2], [0.5, 0.6, 0.6], [-0.1, -0.2, 0.0], [0.3, -0.2, 0.1], [-2.0, 0.3, 0.8], [-0.4, 1.0, -0.8], [1.8, -1.5, -0.2], [-3.4, 0.2, -0.1], [0.8, -1.4, 0.1], [0.9, -0.2, 0.5], [0.3, 0.1, -0.3], [0.6, -0.3, -0.1], [0.5, 0.1, -0.5], [0.4, 0.5, 0.5], [-0.1, -0.3, -0.3], [0.2, -0.4, -0.3], [0.2, 0.3, -0.6], [-0.3, 0.0, -0.2], [0.2, 0.5, 0.3], [0.2, 0.2, 0.0], [0.1, 0.8, 1.1], [1.3, -2.4, -1.9], [-0.7, 1.8, 1.6], [1.1, 0.1, 0.2], [-0.5, 0.6, 0.0], [-0.4, 0.1, 0.4], [-0.9, -0.3, -0.3], [1.4, 0.1, -0.6], [-0.8, -0.2, 1.3], [-0.2, 0.0, -0.6], [-0.2, 0.0, 0.2], [0.0, 0.0, -0.8], [-0.2, 0.2, 0.4]],
  "charge": 0,
  "de_lowest_ev": 5.939,
  "spin_multiplicity": 1,
  "orbital_gap_ev": 9.214,
  "lumo_energy_ev": 0.5713,
  "smiles": "COC[C@H](C)N.COC[C@H](C)N.COC[C@H](C)N.COC[C@H](C)N.COC[C@H](C)N.COC[C@H](C)N.CO.CO"
}

=====

Entry 2:
{
  "formula": "C26H75CuF4N7O17S4",
  "method": "ωB97M-V with the def2-TZVPD basis set",
  "species": ["Cu", "N", "S", "O", "O", "F", "S", "O", "O", "F", "N", "S", "O", "O", "F", "S", "O", "O", "F", "C", "C", "C", "O", "H", "H", "H", "H", "H", "H", "H", "H", "C", "C", "C", "O", "H", "H", "H", "H", "H", "H", "H", "H", "O", "H", "H", "O", "H", "H", "C", "C", "C", "O", "C", "N", "H", "H", "H", "H", "H", "H", "H", "H", "H", "H", "H", "C", "C", "C", "O", "C", "N", "H", "H", "H", "H", "H", "H", "H", "H", "H", "H", "H", "C", "C", "C", "O", "C", "N", "H", "H", "H", "H", "H", "H", "H", "H", "H", "H", "H", "C", "C", "C", "O", "C", "N", "H", "H", "H", "H", "H", "H", "H", "H", "H", "H", "H", "C", "C", "C", "O", "C", "N", "H", "H", "H", "H", "H", "H", "H", "H", "H", "H", "H"],
  "positions_angstrom": [[1.63635, -2.99815, -1.63695], [1.22088, -1.37284, -0.38454], [0.96449, 0.16550, -0.49974], [1.77884, 1.00601, 0.30812], [-0.41125, 0.54103, -0.69459], [1.54949, 0.35452, -1.96963], [0.82318, -1.69329, 1.21025], [-0.54963, -1.42208, 1.50417], [1.83981, -1.44103, 2.15482], [0.89182, -3.24570, 1.08002], [1.35165, -6.73227, 0.40364], [1.82708, -6.44394, 1.90673], [2.84698, -5.44172, 2.05635], [1.75457, -7.54039, 2.81087], [0.52232, -5.59841, 2.37617], [2.65198, -7.65512, -0.05635], [2.69572, -8.98281, 0.42517], [3.86835, -6.92137, -0.21872], [2.20524, -7.69102, -1.60277], [3.50688, 3.11054, -3.70908], [2.30502, 4.03323, -3.81754], [1.55258, 4.23196, -2.52277], [2.81572, 5.34506, -4.11944], [4.12460, 3.42967, -2.86880], [4.13099, 3.16388, -4.60194], [3.18805, 2.07762, -3.55711], [1.60869, 3.64662, -4.57225], [1.01305, 3.32971, -2.21252], [0.72787, 4.93790, -2.63493], [2.23118, 4.52175, -1.72190], [3.08084, 5.39354, -5.04243], [-2.59436, -4.38450, 3.60270], [-2.77459, -3.55309, 4.84842], [-1.65832, -2.51898, 4.95702], [-4.01143, -2.80037, 4.73341], [-1.55239, -4.68680, 3.46799], [-2.72723, -3.71917, 2.74614], [-3.21070, -5.27882, 3.57458], [-2.89596, -4.18542, 5.73202], [-0.67731, -2.98016, 5.06815], [-1.87530, -1.82918, 5.77454], [-1.67430, -1.96839, 4.01383], [-4.18983, -2.44006, 5.60665], [3.20611, -3.71185, -0.07690], [2.97769, -4.21144, 0.72844], [4.16507, -3.74171, -0.12990], [3.35509, -1.91567, -2.62100], [3.41928, -2.33094, -3.48892], [3.80924, -1.06861, -2.72848], [-1.77431, 1.99766, 2.08953], [-3.25774, 1.84875, 1.69603], [-4.12796, 3.06233, 1.45367], [-4.29223, 3.75717, 2.63999], [-4.82755, 5.05485, 2.46572], [-3.17247, 1.07353, 0.46816], [-1.19681, 2.64079, 1.42593], [-1.40071, 0.97599, 1.99495], [-1.71544, 2.38904, 3.10420], [-3.76256, 1.25947, 2.46811], [-5.10164, 2.81285, 1.00505], [-3.66405, 3.68825, 0.66401], [-4.74219, 5.63500, 3.37263], [-5.83898, 5.02053, 2.03704], [-4.30516, 5.52907, 1.61853], [-2.61288, 0.22417, 0.62963], [-2.75342, 1.62661, -0.29087], [-0.86471, 2.32634, 6.99823], [0.38993, 1.46042, 6.93226], [0.86706, 1.44235, 5.49004], [2.16666, 0.91233, 5.39218], [2.81324, 1.22640, 4.19536], [1.39398, 2.16423, 7.77045], [-1.64445, 2.08206, 6.26652], [-0.64434, 3.38855, 6.93465], [-1.38802, 2.07705, 7.92532], [0.27124, 0.47840, 7.38373], [0.85858, 2.46399, 5.08749], [0.21324, 0.77834, 4.90131], [2.19740, 0.96010, 3.32550], [3.74530, 0.66880, 4.13062], [3.07133, 2.28655, 4.04663], [1.41490, 3.15354, 7.53789], [2.29754, 1.83541, 7.43281], [5.09508, 1.30714, 0.32055], [5.16186, 0.61670, -1.03078], [6.25078, 1.04831, -1.97018], [5.93428, 0.45996, -3.21523], [6.97744, 0.56118, -4.17007], [5.42107, -0.82330, -0.70557], [6.01788, 1.18451, 0.88972], [4.29771, 0.88405, 0.92850], [4.91067, 2.37346, 0.16214], [4.17683, 0.57931, -1.51108], [7.19895, 0.68777, -1.56041], [6.26396, 2.14655, -2.01737], [7.19611, 1.62689, -4.28023], [6.58739, 0.15643, -5.10403], [7.85772, -0.04200, -3.93395], [4.84008, -1.13105, 0.06652], [5.16452, -1.37199, -1.51375], [-3.36398, 0.70402, -6.48112], [-3.96576, 1.98699, -5.86331], [-2.91499, 2.69626, -5.04812], [-2.45310, 1.88329, -3.97743], [-1.32300, 2.44830, -3.35139], [-4.52054, 2.88824, -6.87672], [-4.16056, 0.15723, -6.97873], [-2.94800, 0.11885, -5.65830], [-2.50159, 0.98782, -7.08677], [-4.73273, 1.64084, -5.16279], [-3.24410, 3.66730, -4.65571], [-2.01413, 2.89866, -5.65327], [-1.59517, 3.41707, -2.91874], [-0.48583, 2.56412, -4.05398], [-0.94631, 1.71991, -2.63705], [-3.78848, 3.21225, -7.49667], [-5.17460, 2.30290, -7.38242], [-2.48772, -1.17076, -3.11231], [-2.53389, -2.21527, -2.03945], [-3.69902, -2.13577, -1.04099], [-3.87347, -3.30416, -0.31493], [-4.79656, -3.14923, 0.73347], [-2.58333, -3.55486, -2.68780], [-3.43019, -0.96297, -3.62647], [-1.79312, -1.45499, -3.90299], [-2.15712, -0.21642, -2.70312], [-1.67661, -2.24612, -1.35197], [-4.59721, -1.87655, -1.63241], [-3.56395, -1.27383, -0.36101], [-5.58977, -2.41736, 0.53352], [-4.29728, -2.85306, 1.65957], [-5.34581, -4.07122, 0.92254], [-3.34515, -3.53150, -3.36329], [-2.90615, -4.20808, -1.97893]],
  "forces_ev_per_a": [[0.8, 0.2, 0.8], [-0.7, -0.2, 2.2], [0.3, 1.8, -2.7], [-0.2, -0.1, 0.5], [-0.3, 0.0, 0.5], [0.0, -0.2, 0.2], [0.5, -2.7, 0.0], [-0.1, 0.7, -0.1], [0.2, 1.1, 0.1], [-0.6, 0.0, -0.4], [2.4, -1.0, 1.0], [-3.0, 1.6, 1.8], [0.4, -0.2, -0.1], [0.8, -0.2, -0.1], [0.2, -0.2, -0.6], [-0.4, 1.2, -3.4], [-0.3, -0.4, 0.1], [0.2, 0.0, 0.9], [-0.4, -0.7, 0.4], [-0.3, -0.3, 0.3], [0.6, 0.5, 0.2], [-0.7, -0.7, 0.3], [-0.5, 0.1, -0.3], [0.0, -0.1, 0.1], [-0.1, -0.1, -0.1], [0.1, -0.1, 0.0], [0.1, 0.3, -0.2], [0.5, -0.3, 0.0], [0.4, 0.4, -0.1], [-0.1, 0.2, 0.0], [0.1, -0.1, 0.0], [0.6, 0.2, -0.3], [-0.2, 0.5, 0.0], [-0.2, -0.4, 0.0], [-0.1, -0.3, -0.2], [0.0, -0.2, 0.4], [-0.5, -0.2, -0.1], [-0.2, 0.2, -0.2], [0.4, 0.0, 0.0], [0.0, 0.1, 0.2], [0.2, 0.0, 0.1], [0.1, 0.1, 0.1], [-0.1, 0.0, 0.0], [-0.3, 0.5, -0.4], [0.1, -0.4, 0.0], [0.0, -0.2, -0.2], [-0.2, -0.5, -0.6], [0.2, 0.0, 0.0], [-0.2, 0.2, 0.1], [0.2, -0.2, -0.4], [-2.0, -0.2, -0.2], [0.1, 0.9, -1.0], [0.3, -0.1, 0.7], [0.0, 0.0, -1.9], [2.2, 0.7, 1.3], [-0.2, 0.0, -0.1], [0.7, 0.2, 0.6], [-0.1, -0.2, 0.1], [0.3, -0.3, 0.0], [0.0, -0.5, 0.2], [0.2, 0.1, 0.3], [-0.1, -0.1, 0.1], [-0.3, -0.2, 0.8], [0.4, 0.3, 0.5], [-0.5, -0.4, -0.6], [-0.6, -0.4, -0.6], [-1.2, -1.2, 0.5], [0.8, 2.1, 0.0], [-0.1, -1.0, -0.3], [0.3, 0.2, 0.6], [0.1, 0.0, -1.1], [0.4, -0.4, -0.2], [0.4, 0.0, -0.4], [0.1, 0.0, 0.1], [0.2, 0.6, 0.2], [-0.2, -0.2, -0.4], [-0.2, 0.0, 0.0], [-0.2, 0.3, -0.2], [0.0, -0.2, 0.1], [-0.1, -0.2, 0.1], [-0.2, 0.1, 0.5], [-0.3, 0.0, 0.0], [0.1, -0.1, 0.4], [0.1, 0.7, -0.5], [-0.3, -2.3, 1.5], [-0.6, 0.4, 0.4], [0.3, -0.4, -0.1], [-0.6, 0.1, -0.1], [0.4, 0.2, -0.3], [0.1, 0.0, -0.2], [-0.2, 0.1, -0.1], [-0.1, 0.0, 0.3], [0.0, 1.1, -0.2], [0.1, 0.0, -0.2], [0.1, 0.0, -0.4], [0.5, -0.1, -0.3], [-0.1, 0.2, 0.0], [0.1, 0.2, 0.4], [-0.1, 0.1, -0.1], [0.3, -0.3, 0.3], [0.2, 0.7, 1.2], [0.6, -0.7, -0.1], [1.0, 0.4, 0.3], [-0.4, -0.1, -0.1], [0.1, -0.4, -0.4], [-0.3, -0.4, 0.9], [0.3, -0.2, -0.4], [-0.2, -0.3, -0.1], [-0.3, -0.2, -0.5], [-0.3, 0.4, -0.2], [-0.3, -0.1, -0.1], [-0.3, 0.1, -0.4], [0.3, 0.0, 0.2], [-0.2, 0.3, -0.2], [-0.3, 0.2, 0.4], [-0.1, -0.2, -0.2], [0.0, 0.4, -0.5], [0.3, 0.9, 0.2], [-0.3, -2.3, 0.9], [-0.6, 1.5, -1.1], [0.1, -0.2, -0.1], [-0.7, 0.1, 0.7], [-0.2, 0.4, 0.2], [-0.2, -0.3, 0.3], [0.2, -0.1, 0.2], [0.0, 0.0, -0.1], [0.5, 0.3, -0.6], [-0.2, -0.2, 0.2], [0.1, -0.1, 0.1], [0.2, 0.2, -0.3], [0.0, 0.0, 0.0], [0.4, -0.3, -0.1], [0.1, 0.0, -0.1], [0.3, -0.2, -0.1]],
  "charge": 0,
  "spin_multiplicity": 2,
  "orbital_gap_ev": [7.993, 2.929],
  "s2": 0.754,
  "lumo_energy_ev": [-0.7233, -5.7865]
}